C7H14N2Si | the ωB97M-V functional and the def2-TZVPD basis

XYZ file:
```
24
Properties=species:S:1:pos:R:3:forces:R:3
C 4.8145 -0.8206 -0.0332 2.8 0.9 0.8
Si 2.5151 0.7761 0.7394 -0.1 -2.9 -0.5
H -2.4264 0.4087 -2.4976 0.1 0.5 -0.1
H 3.5001 0.0953 -1.5131 0.3 0.4 -0.1
C -1.6193 0.4548 -0.4486 0.6 1.3 0.1
C 0.6952 0.7054 0.4523 -2.2 -1.2 -1.9
H 2.7297 -1.1184 -0.6820 0.1 -0.6 0.3
C 3.4665 -0.3327 -0.5142 -1.2 0.4 -0.7
H -0.8075 -0.3901 -2.2016 -1.2 0.3 0.0
H 2.7874 0.0158 1.9281 0.0 -0.4 0.9
C -2.4978 1.4073 0.2521 -0.9 -1.5 -0.1
C -3.9417 1.4605 -0.2568 0.4 0.8 -1.2
H -4.3934 2.4598 -0.1486 0.2 -0.4 0.4
H -2.3336 -1.0889 -1.6452 -0.2 -0.6 -0.4
H 5.2656 -1.7822 -0.3638 -0.9 0.5 -0.6
N -2.1591 1.9263 1.3627 0.1 0.8 0.4
H 5.6799 -0.0442 -0.2406 -1.8 -1.3 0.4
H 4.8346 -0.9715 1.0593 -0.2 0.3 -0.2
H -4.5301 0.7166 0.2530 -0.3 -0.2 0.3
C -1.8277 -0.1446 -1.7901 0.8 -1.3 -0.2
H 3.0771 1.9956 0.9963 0.6 2.5 0.1
N -0.3635 0.4233 -0.0639 2.4 2.0 2.0
H -2.9286 2.4972 1.7471 0.5 -0.3 -0.3
H -4.0284 1.2606 -1.3377 0.1 -0.1 0.4
```
Positions in Å, forces in eV/Å.

Properties
Frontier orbital gap   7.47 eV
Strongest force on any atom   3.7 eV Å⁻¹
HOMO   -7.07 eV
Energy above the lowest of the compared OMol25 structures with the same formula, charge and spin   4.6184 eV
Electronic energy   -18340.5706 eV